1.
This record from the OMol25 dataset describes an isolated molecule of C6H11N at a distorted geometry. The level of theory is wB97M-V/def2-TZVPD.

XYZ file:
```
18
Properties=species:S:1:pos:R:3:lowdin_charge:R:1
C -1.918 1.979 -0.546 0.01
C -1.154 1.279 -1.380 -0.13
C -0.070 0.332 -0.997 -0.35
N 0.163 -0.750 -1.861 0.09
C 0.461 0.422 0.225 -0.09
C 1.445 -0.581 0.796 -0.24
C 0.798 -1.385 1.921 -0.12
H -2.632 2.659 -0.985 0.05
H -1.915 1.815 0.521 0.06
H -1.309 1.377 -2.453 0.10
H 0.219 -1.642 -1.409 0.08
H -0.361 -0.701 -2.717 0.08
H 0.311 1.223 0.872 0.09
H 1.786 -1.245 0.016 0.09
H 2.325 -0.063 1.183 0.10
H 0.183 -2.214 1.574 0.07
H 1.506 -1.730 2.665 0.06
H 0.161 -0.774 2.576 0.07
```

**E**: -289.92180 Eh
**Structure (SMILES)**: C=C/C(N)=C/CC
**Energy relative to the best compared isomer or geometry (same formula, charge and spin)**: 131.0 kJ/mol
**LUMO energy**: 1.07 eV
**Total charge**: 0

2.
This record from the OMol25 dataset describes a cluster of 2 separate species, C6H11N in total at a distorted geometry. The level of theory is wB97M-V/def2-TZVPD.

XYZ file:
```
18
Properties=species:S:1:pos:R:3:lowdin_charge:R:1
C 2.752 0.312 -0.047 -0.23
C 0.226 0.695 0.727 -0.01
C -0.073 2.085 0.165 -0.08
C 0.120 -0.866 -1.222 -0.12
C -0.155 -1.764 1.071 -0.08
C -0.416 -0.576 0.127 -0.45
N 3.855 0.358 -0.392 -0.09
H 0.657 0.567 1.730 0.10
H 0.789 2.669 0.570 0.09
H -1.090 2.581 0.695 0.16
H -0.362 2.003 -0.909 0.08
H 0.001 -1.870 -1.649 0.09
H 1.184 -0.752 -1.143 0.01
H -0.284 -0.197 -2.049 0.10
H -0.639 -1.412 1.984 0.07
H 0.928 -1.894 1.379 0.10
H -0.314 -2.778 0.695 0.08
H -1.517 -0.307 0.025 0.17
```

**E**: -289.79455 Eh
**Energy relative to the best compared isomer or geometry (same formula, charge and spin)**: 465.0 kJ/mol
**LUMO energy**: -1.68 eV
**Total charge**: 0

3.
This record from the OMol25 dataset describes a cluster of 2 separate species, C6H11N in total at a distorted geometry. The level of theory is wB97M-V/def2-TZVPD.

XYZ file:
```
18
Properties=species:S:1:pos:R:3:lowdin_charge:R:1
C 0.670 -1.406 -0.457 0.05
C 0.400 -0.145 -0.133 -0.41
C -0.890 0.372 0.447 -0.24
C -1.837 -0.688 0.988 -0.11
C 1.459 0.929 -0.303 -0.16
C 2.004 1.163 1.039 -0.22
N 2.334 1.247 2.145 0.15
H 1.620 -1.675 -0.912 0.07
H -0.038 -2.212 -0.287 0.07
H -0.651 1.092 1.242 0.12
H -1.390 0.960 -0.339 0.11
H -2.116 -1.408 0.212 0.07
H -2.755 -0.226 1.362 0.07
H -1.369 -1.236 1.813 0.08
H 1.030 1.863 -0.690 0.12
H 2.257 0.621 -0.987 0.12
H -0.397 0.722 -2.699 0.06
H -0.334 0.026 -2.441 0.05
```

**E**: -289.90671 Eh
**Structure (SMILES)**: C=C(CC)CC#N.[H][H]
**Energy relative to the best compared isomer or geometry (same formula, charge and spin)**: 170.6 kJ/mol
**LUMO energy**: 0.96 eV
**Total charge**: 0